1.
{
  "formula": "C21H48IMnO6P2Si",
  "method": "the ωB97M-V functional and the def2-TZVPD basis",
  "symbols": ["C", "C", "H", "H", "H", "O", "I", "Mn", "P", "C", "C", "H", "H", "H", "H", "H", "H", "C", "H", "H", "H", "P", "C", "C", "H", "H", "H", "C", "H", "H", "H", "H", "H", "H", "C", "O", "C", "C", "C", "C", "O", "Si", "O", "O", "C", "C", "C", "C", "O", "C", "C", "C", "C", "H", "H", "H", "H", "H", "H", "H", "H", "H", "H", "H", "H", "H", "H", "H", "H", "H", "H", "H", "H", "H", "H", "H", "H", "H", "H", "H"],
  "xyz": [[0.119206, 0.342186, -6.194299], [0.096940, 1.291380, -5.137445], [0.136292, 0.823421, -7.202204], [-0.776547, -0.314039, -6.132075], [1.016531, -0.308833, -6.099796], [0.069827, 2.367109, -4.660967], [0.166172, -2.919987, -2.397883], [0.097976, -0.360937, -2.475771], [2.496157, 0.001559, -2.575393], [2.998367, 1.352883, -1.465539], [3.462703, -1.426456, -1.969946], [4.517283, -1.304119, -2.262548], [4.351021, 0.175770, -4.117568], [3.058492, -2.343463, -2.419807], [2.904261, -0.492716, -4.910386], [2.461093, 1.256901, -0.509007], [3.392902, -1.511908, -0.877386], [3.262792, 0.274504, -4.210758], [4.077889, 1.326660, -1.268980], [3.021865, 1.267542, -4.607791], [2.731632, 2.320125, -1.906857], [-2.263311, -0.054802, -2.666535], [-2.811653, 1.296765, -1.581437], [-3.061761, 0.154139, -4.293178], [-2.934000, -2.373290, -2.625151], [-4.233213, -1.308779, -1.982478], [-2.798717, -1.729196, -0.974863], [-3.149221, -1.504924, -1.990264], [-2.703589, -0.634211, -4.975891], [-4.152812, 0.050908, -4.180426], [-3.902842, 1.284282, -1.458305], [-2.498566, 2.263734, -1.995989], [-2.833485, 1.139503, -4.728171], [-2.331321, 1.180423, -0.597132], [0.105406, 1.473336, -2.191410], [0.083067, 2.607854, -1.881406], [0.687144, 2.960083, 2.497630], [1.627813, 1.758331, 2.543624], [3.056239, 2.245011, 2.296060], [1.563914, 1.053911, 3.895007], [1.294619, 0.840206, 1.460168], [-0.084781, -0.023390, 1.116472], [-0.099079, -0.341686, -0.425117], [-0.132765, -1.300281, 2.156077], [0.632553, -2.513763, 2.309835], [1.969221, -2.428073, 1.590013], [0.875718, -2.757077, 3.800216], [-0.178417, -3.685364, 1.769228], [-1.416844, 0.834799, 1.586597], [-2.547324, 0.536568, 2.474138], [-3.300318, -0.695957, 1.986847], [-2.070861, 0.324567, 3.905234], [-3.471765, 1.748172, 2.393171], [0.965780, 3.698935, 3.259569], [-0.350046, 2.659797, 2.671735], [0.748852, 3.432882, 1.512831], [3.359422, 2.976437, 3.060291], [3.762852, 1.403523, 2.322318], [3.135367, 2.724320, 1.313957], [0.547732, 0.718851, 4.137067], [2.236689, 0.185727, 3.914343], [1.877751, 1.738898, 4.700193], [2.601508, -1.645161, 2.032455], [2.488020, -3.393938, 1.697009], [1.828444, -2.221068, 0.524030], [-0.071558, -2.855770, 4.342892], [1.427201, -3.705280, 3.907376], [1.471313, -1.959848, 4.262691], [-1.103426, -3.796924, 2.352060], [-0.425904, -3.542226, 0.710676], [0.416734, -4.603216, 1.882017], [-2.670648, -1.589393, 2.058880], [-4.192424, -0.854682, 2.613733], [-3.619294, -0.569154, 0.946127], [-1.554026, 1.212245, 4.286675], [-2.932664, 0.141976, 4.562305], [-1.411393, -0.548974, 3.970120], [-2.976874, 2.640737, 2.796739], [-3.755561, 1.954881, 1.351663], [-4.385712, 1.577064, 2.980121]],
  "forces_ev_per_a": [[0.072, -1.881, -0.476], [-0.223, 6.972, 1.056], [-0.015, 0.284, 0.802], [0.414, 0.322, 0.090], [-0.446, 0.319, 0.056], [0.168, -5.971, -2.252], [-0.028, 0.547, -0.791], [0.128, -3.247, 2.664], [1.282, -0.338, 0.625], [-0.132, 0.269, -0.138], [-0.261, -0.384, -0.026], [-0.350, 0.112, 0.109], [-0.242, 0.113, -0.041], [0.267, 0.239, 0.159], [0.224, 0.080, 0.178], [0.072, -0.141, -0.102], [-0.082, 0.091, -0.294], [-0.348, 0.116, -0.176], [-0.231, -0.075, -0.165], [0.134, -0.090, 0.045], [0.166, -0.102, 0.089], [-1.486, -0.381, 0.685], [0.176, 0.330, -0.147], [0.240, 0.106, -0.286], [-0.130, 0.173, 0.163], [0.376, 0.093, -0.013], [-0.037, 0.149, -0.230], [0.302, -0.295, -0.101], [-0.263, 0.180, 0.251], [0.388, 0.105, -0.062], [0.265, -0.058, -0.128], [-0.241, -0.140, 0.106], [-0.187, -0.220, 0.113], [-0.124, -0.082, -0.148], [-0.195, 7.724, 2.357], [0.161, -5.446, -1.425], [-0.183, -0.013, 0.123], [0.025, 0.249, 0.139], [0.173, -0.247, -0.111], [-0.083, -0.106, 0.270], [-0.241, 0.135, -0.603], [0.087, 0.608, 3.914], [0.236, 0.066, -3.790], [0.215, -0.383, -0.657], [-0.057, -0.002, 0.142], [0.380, -0.036, 0.162], [0.118, -0.072, 0.089], [-0.083, -0.073, 0.071], [-0.135, -0.230, -0.411], [-0.016, 0.073, -0.156], [0.041, -0.275, 0.087], [-0.017, -0.109, 0.234], [0.055, 0.260, 0.066], [0.007, -0.170, -0.183], [0.208, 0.064, -0.040], [-0.021, 0.034, 0.066], [-0.147, -0.268, -0.242], [-0.150, 0.172, 0.030], [-0.039, 0.022, 0.115], [0.295, 0.020, -0.164], [-0.158, 0.205, -0.040], [-0.062, -0.178, -0.354], [-0.159, -0.146, -0.166], [-0.091, 0.348, -0.116], [-0.049, -0.038, 0.027], [0.157, 0.072, -0.117], [-0.180, 0.329, 0.065], [-0.175, -0.149, -0.168], [0.189, 0.003, -0.240], [0.019, -0.026, 0.143], [-0.283, 0.173, -0.110], [-0.081, 0.130, -0.034], [0.281, 0.053, -0.280], [-0.052, 0.038, 0.097], [-0.074, -0.142, -0.107], [0.147, 0.076, -0.206], [-0.132, 0.290, -0.014], [-0.082, -0.169, -0.119], [0.028, -0.076, 0.229], [0.271, 0.014, -0.189]],
  "mulliken_charge": [-0.59, 0.81, 0.42, 0.20, 0.20, -0.13, -0.17, -0.24, 1.18, -1.01, -1.19, 0.50, 0.49, 0.37, 0.31, -0.09, 0.15, -1.27, 0.56, 0.34, 0.42, 1.29, -1.02, -1.23, 0.40, 0.53, 0.13, -1.30, 0.33, 0.45, 0.56, 0.44, 0.35, -0.12, -0.02, -0.25, -1.41, 1.61, -1.86, -1.35, 0.34, -4.08, 3.07, 0.92, 1.57, -0.94, -1.73, -1.66, 0.24, 1.74, -1.38, -1.63, -1.51, 0.49, 0.10, 0.27, 0.43, 0.38, 0.33, 0.14, 0.21, 0.55, 0.23, 0.61, -0.21, 0.36, 0.48, 0.23, 0.37, 0.10, 0.48, 0.04, 0.57, 0.15, 0.29, 0.61, 0.06, 0.34, 0.22, 0.40],
  "s_squared": 6.139,
  "lumo_energy_ha": [-0.357, -0.365],
  "total_energy_ev": -100706.48208,
  "multiplicity": 5,
  "charge": 2,
  "e_homo_ev": [-14.01, -13.99],
  "gap_ev": [4.3, 4.1]
}

---

2.
{
  "formula": "C21H48IO12P3S",
  "method": "the ωB97M-V functional and the def2-TZVPD basis",
  "symbols": ["C", "C", "C", "I", "C", "O", "S", "O", "O", "O", "C", "P", "C", "C", "C", "C", "H", "H", "H", "H", "H", "H", "H", "H", "H", "H", "H", "H", "H", "H", "H", "H", "H", "H", "O", "P", "O", "C", "C", "O", "C", "C", "O", "C", "C", "H", "H", "H", "H", "H", "H", "H", "H", "H", "H", "H", "H", "H", "H", "H", "O", "P", "O", "C", "C", "O", "C", "C", "O", "C", "C", "H", "H", "H", "H", "H", "H", "H", "H", "H", "H", "H", "H", "H", "H", "H"],
  "xyz": [[-0.744999, 1.348934, -3.400301], [-1.482668, 0.144007, -2.800612], [-1.016657, -1.254444, -3.282413], [-2.318860, -1.936471, -4.844283], [0.438700, -1.399974, -3.635147], [0.985403, -0.788884, -4.838560], [2.485499, -0.401798, -4.498560], [2.605800, 0.930834, -4.000071], [3.393747, -0.707412, -5.539583], [2.702255, -1.401539, -3.256409], [1.466137, -1.249966, -2.511025], [1.338824, -2.326577, -1.038868], [0.518317, -3.938453, -1.415894], [-0.958610, -4.097478, -0.978785], [0.553431, -1.430345, 0.350156], [1.095429, -1.931888, 1.704885], [0.338059, 1.273574, -3.384353], [-1.115655, 1.579968, -4.397974], [-0.989935, 2.216905, -2.782760], [-2.524208, 0.248699, -3.104052], [-1.486643, 0.224595, -1.710148], [-1.173426, -1.937241, -2.449936], [0.527148, -2.469526, -3.876158], [1.365650, -0.205962, -2.185983], [1.115645, -4.687388, -0.900280], [0.635932, -4.119346, -2.484972], [-1.106289, -4.936945, -0.303468], [-1.549773, -4.344542, -1.866415], [-1.408837, -3.192705, -0.573541], [-0.539403, -1.469749, 0.379203], [0.817447, -0.372771, 0.274499], [0.471674, -2.721526, 2.120386], [2.147556, -2.201529, 1.654444], [1.013823, -1.093927, 2.400826], [-3.217668, -2.230768, 2.007520], [-4.433856, -1.545774, 2.484183], [-5.590285, -2.661974, 2.649855], [-5.286014, -3.874836, 3.349271], [-5.199776, -3.679406, 4.852866], [-4.955434, -0.756534, 1.151003], [-4.077621, -0.559691, 0.045892], [-4.287220, -1.619388, -1.020625], [-4.941884, -0.422410, 3.479057], [-6.332616, -0.033473, 3.518275], [-7.072647, -0.672792, 4.672467], [-4.355016, -4.299019, 2.968785], [-6.081559, -4.578838, 3.107854], [-4.558415, -2.833558, 5.110279], [-4.804181, -4.576959, 5.328646], [-6.183021, -3.481713, 5.279107], [-3.040313, -0.546706, 0.381469], [-4.287746, 0.429816, -0.363782], [-4.440660, -2.607966, -0.588957], [-3.436708, -1.658650, -1.699102], [-5.180897, -1.391932, -1.604169], [-6.824321, -0.241208, 2.571194], [-6.319544, 1.047856, 3.648744], [-7.383010, -1.688139, 4.432442], [-7.979803, -0.106597, 4.888487], [-6.451732, -0.705940, 5.567269], [4.380310, 2.586309, 1.859544], [4.442092, 3.490752, 0.697745], [5.528799, 2.894337, -0.336205], [5.461537, 1.503703, -0.679852], [4.315515, 1.198711, -1.626445], [5.252237, 4.784559, 1.280424], [5.394841, 4.989594, 2.685759], [6.732212, 4.472174, 3.185095], [3.535892, 4.358192, -0.273176], [4.122378, 5.198737, -1.289938], [4.081024, 4.552639, -2.658033], [5.379962, 0.899600, 0.226035], [6.412799, 1.250927, -1.147036], [3.376889, 1.631509, -1.269321], [4.189333, 0.121068, -1.731726], [4.501469, 1.608203, -2.615393], [4.572519, 4.524828, 3.227647], [5.321090, 6.064274, 2.860306], [6.987666, 3.521071, 2.719935], [6.722502, 4.345886, 4.268271], [7.527239, 5.174110, 2.926899], [5.134925, 5.489996, -1.021467], [3.513618, 6.102460, -1.295176], [4.901507, 3.850433, -2.791336], [4.188354, 5.316160, -3.430294], [3.144726, 4.017236, -2.814139]],
  "forces_ev_per_a": [[-0.404, 0.227, 0.486], [-0.121, 0.288, -0.609], [-0.198, 1.674, 0.472], [0.253, -0.135, -0.070], [0.040, -3.053, -0.149], [0.117, 0.622, 0.515], [2.013, 0.981, -0.063], [-1.074, 0.041, 0.167], [-0.568, -0.999, -0.295], [-0.408, 0.190, -0.275], [-1.869, 1.166, -0.246], [2.224, -0.595, 0.432], [-0.796, 0.402, 0.445], [-0.177, -0.188, -1.042], [-0.461, 0.094, 0.089], [-0.380, 0.598, 0.060], [0.005, -0.047, -0.199], [0.304, -0.164, -0.158], [-0.016, 0.031, -0.060], [-0.084, 0.006, 0.297], [0.289, -0.323, 0.029], [0.003, -0.278, -0.226], [-0.058, 0.056, -0.154], [0.509, -0.112, 0.467], [0.169, 0.070, -0.094], [0.075, -0.046, 0.007], [0.097, 0.182, 0.252], [-0.094, 0.037, 0.064], [0.094, -0.079, 0.303], [-0.010, 0.013, -0.124], [0.110, -0.050, -0.362], [0.227, -0.259, -0.132], [-0.045, -0.220, -0.035], [0.030, -0.096, 0.107], [1.187, 0.759, 2.442], [-3.317, -0.283, -4.285], [0.263, 0.308, 0.437], [0.153, -0.400, 0.148], [-0.185, 0.095, 0.011], [0.006, 0.050, 0.411], [0.161, -0.193, -0.287], [-0.313, 0.044, -0.075], [1.911, -0.624, 1.082], [-0.486, 0.322, 0.236], [-0.050, -0.287, -0.029], [0.032, 0.155, -0.082], [-0.066, 0.112, -0.079], [0.104, -0.088, -0.009], [0.047, 0.004, -0.037], [0.006, 0.018, 0.003], [-0.013, -0.096, 0.080], [-0.133, 0.010, 0.095], [0.212, 0.025, 0.148], [0.020, -0.014, -0.091], [0.035, -0.020, -0.059], [0.182, -0.103, -0.088], [0.204, -0.007, -0.040], [0.091, -0.025, -0.016], [0.064, 0.092, 0.000], [-0.023, 0.120, 0.018], [-2.694, -0.524, -0.759], [4.921, 2.288, 0.461], [-0.534, 0.059, -0.046], [-0.075, -0.487, 0.001], [0.213, 0.128, 0.018], [-0.273, -0.032, -0.268], [0.174, -0.131, 0.254], [0.198, 0.159, -0.122], [-1.532, -1.556, 0.648], [-0.031, 0.357, -0.524], [0.175, -0.194, -0.025], [-0.025, 0.168, 0.103], [0.036, 0.165, 0.002], [-0.013, -0.095, 0.048], [0.006, -0.010, 0.049], [-0.028, 0.016, 0.000], [0.003, -0.135, -0.091], [0.003, 0.023, -0.149], [-0.192, -0.096, 0.076], [-0.002, 0.016, -0.001], [0.018, -0.015, 0.028], [0.003, -0.132, 0.189], [-0.085, -0.067, 0.174], [-0.037, -0.056, 0.071], [-0.080, 0.056, 0.053], [-0.042, 0.086, -0.029]],
  "mulliken_charge": [-1.34, 0.03, 0.06, 0.12, -0.37, -0.30, 1.00, -0.45, -0.68, -0.55, 0.85, -0.30, -0.65, -0.68, 0.64, -1.48, 0.21, 0.30, 0.45, 0.64, -0.04, -0.58, 0.64, 0.02, 0.56, 0.42, 0.34, 0.31, -0.21, -0.58, 0.48, 0.31, 0.41, 0.42, -0.67, 1.02, -0.30, -0.30, -0.95, -0.44, -0.27, -0.58, -0.36, -0.10, -1.07, 0.27, 0.32, 0.26, 0.39, 0.24, 0.11, 0.36, 0.28, -0.08, 0.34, 0.21, 0.42, 0.15, 0.43, 0.28, -0.81, 1.05, -0.26, -0.72, -0.59, -0.41, -0.36, -1.02, -0.33, -0.15, -0.95, 0.37, 0.33, 0.24, 0.38, 0.20, 0.33, 0.35, 0.27, 0.34, 0.30, 0.24, 0.42, 0.18, 0.46, 0.17],
  "lumo_energy_ha": 0.009,
  "total_energy_ev": -93929.71560,
  "multiplicity": 1,
  "charge": 0,
  "e_homo_ev": -8.38,
  "gap_ev": 8.6
}